1.
84
Properties=species:S:1:pos:R:3:forces:R:3 method="wB97M-V/def2-TZVPD" total_energy_ev=-67527.16174 multiplicity=1 total_charge=-1 homo_lumo_gap_ev=7.180
O -1.612181 -1.892201 -2.362633 -0.7 2.8 1.0
C -1.810579 -0.827537 -1.675507 0.9 -2.2 3.7
O -1.730022 -0.775007 -0.302969 -0.6 0.6 -5.9
C -2.114666 0.521585 -2.487508 -1.3 0.3 -0.8
C -3.391664 1.337704 -1.962313 0.6 1.8 1.3
O -3.191378 2.400916 -1.310387 -0.9 -3.1 -1.9
C -4.906997 0.899920 -2.264053 -2.1 -0.7 -0.4
C -6.031583 1.884241 -1.785470 -1.3 -3.2 -2.0
C -7.514049 1.537322 -2.081995 2.6 -2.2 -0.9
C -7.917834 0.202522 -2.812294 4.4 1.0 0.6
C -6.763101 -0.749022 -3.271274 0.9 2.6 1.7
C -5.245451 -0.439311 -2.992662 -3.1 3.1 1.3
H -2.335575 0.268649 -3.594323 0.4 0.1 1.7
H -1.216944 1.223931 -2.481949 -1.3 -0.9 0.3
H -5.793756 2.858191 -1.225386 -0.2 -1.8 -1.1
H -8.302341 2.285885 -1.743554 1.1 -1.3 -0.5
H -9.011666 -0.068955 -3.008403 1.9 0.5 0.3
H -6.990276 -1.721424 -3.816285 0.2 1.5 0.8
H -4.406927 -1.153627 -3.306487 -1.4 1.2 0.6
C -0.457230 1.805258 1.193800 0.2 -0.1 0.4
C 0.010129 3.230287 1.391798 -1.0 -1.2 -0.1
C 0.045409 4.031631 0.125090 -0.6 0.1 -0.4
O 1.084076 4.973323 0.384542 0.8 0.0 0.5
C 1.918911 4.396542 1.291640 0.4 0.0 0.3
O 2.999783 4.829966 1.591330 -0.5 -0.2 -0.3
O 1.374569 3.265766 1.813864 0.7 1.1 -0.3
H 0.265341 1.231391 0.607818 -0.2 0.1 -0.1
H -0.545520 1.300032 2.159369 -0.1 0.0 -0.1
H -1.427904 1.769576 0.694969 0.1 0.0 0.0
H -0.595891 3.723586 2.160036 0.1 0.1 -0.1
H -0.898944 4.542300 -0.067628 0.2 0.1 0.0
H 0.318100 3.443873 -0.757529 0.0 -0.1 0.2
C -2.511799 -3.880471 -5.023984 -0.2 -0.1 0.4
C -3.723991 -4.095434 -5.905067 1.3 -0.1 0.5
C -3.875149 -3.062264 -6.982129 0.4 0.2 -0.5
O -5.283748 -3.027966 -7.182872 -0.4 -0.1 0.4
C -5.856872 -3.423075 -6.011801 -0.8 0.0 0.4
O -7.026847 -3.328308 -5.764560 0.9 -0.1 -0.2
O -4.929087 -3.936864 -5.158126 -0.8 0.3 -0.6
H -2.616928 -2.972482 -4.422790 0.1 0.0 -0.1
H -2.407384 -4.708792 -4.318822 0.1 0.1 -0.1
H -1.596070 -3.812178 -5.615458 -0.1 0.0 0.0
H -3.713424 -5.108706 -6.322682 -0.1 0.1 -0.1
H -3.361859 -3.346107 -7.902288 -0.2 0.0 0.0
H -3.540147 -2.063895 -6.681319 0.0 -0.1 0.1
C -0.102663 -2.140148 2.066033 -0.2 0.6 0.1
C -0.082531 -2.437016 3.552048 0.2 -0.3 -1.4
C -1.023133 -3.532474 3.955815 -0.1 -0.5 -0.3
O -1.351062 -3.179000 5.296324 -0.1 0.6 0.4
C -1.198508 -1.827866 5.394956 -0.1 0.7 0.3
O -1.572119 -1.170476 6.328076 0.3 -0.5 -0.6
O -0.570464 -1.321420 4.299471 -0.5 -0.3 1.1
H -1.061748 -1.710478 1.763975 0.0 -0.3 -0.1
H 0.658553 -1.400997 1.819839 -0.2 -0.2 -0.1
H 0.086119 -3.040225 1.476871 0.0 0.0 0.1
H 0.935939 -2.646045 3.882176 -0.4 -0.1 0.1
H -0.551593 -4.515968 3.920802 -0.1 0.1 0.2
H -1.944955 -3.558903 3.364953 0.1 0.1 0.0
C 6.568777 2.763184 1.610745 0.4 -0.3 0.2
C 6.756923 3.145038 0.157734 -0.1 0.1 1.1
C 5.501000 3.631567 -0.502319 -0.5 0.6 0.1
O 5.705858 3.269406 -1.863681 0.5 -0.6 -0.1
C 6.551427 2.201754 -1.862833 0.1 -0.6 -0.9
O 6.787245 1.523611 -2.822029 -0.1 0.5 0.8
O 7.093128 2.003311 -0.627028 -0.2 0.1 -0.7
H 5.930965 1.880126 1.705732 -0.1 0.2 -0.1
H 7.531542 2.502098 2.059177 -0.1 0.1 0.0
H 6.130596 3.583049 2.183841 0.0 0.0 -0.1
H 7.568007 3.875523 0.060583 -0.1 0.0 -0.1
H 5.374918 4.710777 -0.406047 -0.1 -0.1 -0.2
H 4.595375 3.134427 -0.140058 0.2 0.0 0.1
C 5.936388 0.493105 4.993619 -0.1 0.4 -0.3
C 4.657659 -0.309540 5.108445 0.8 0.7 0.3
C 4.885090 -1.784456 5.271046 0.2 -0.4 0.5
O 3.717364 -2.344291 4.684332 -0.2 0.3 -0.4
C 3.265335 -1.440145 3.769910 -0.7 0.0 -0.9
O 2.413276 -1.665759 2.959125 1.8 0.4 0.8
O 3.910751 -0.246862 3.897124 -0.4 -0.7 0.0
H 6.462909 0.262957 4.063270 -0.1 -0.2 0.1
H 5.708779 1.561937 4.966377 0.0 -0.1 0.1
H 6.602987 0.302514 5.837614 -0.1 0.0 0.0
H 4.032390 0.088986 5.914931 0.0 -0.1 0.0
H 4.967427 -2.077144 6.319051 -0.1 -0.1 -0.1
H 5.761518 -2.154925 4.728250 0.0 0.2 0.0

---

2.
90
Properties=species:S:1:pos:R:3:forces:R:3 method="wB97M-V/def2-TZVPD" total_energy_ev=-65951.92773 multiplicity=1 total_charge=+1 homo_lumo_gap_ev=5.879
C -1.171254 2.511349 0.175807 -0.3 0.9 -0.3
C -2.165467 0.862703 -1.199020 0.7 -1.9 -0.8
C -2.029177 3.491013 -0.308639 1.3 0.1 1.2
C -3.170740 1.796048 -1.576813 -0.3 1.4 0.2
C -3.093348 3.104916 -1.135822 -0.4 -1.4 -0.7
H -1.872962 4.524081 0.002231 -0.1 -0.3 -0.1
H -3.946066 1.450585 -2.253947 0.1 0.2 0.1
H -3.844339 3.829044 -1.428901 0.1 0.0 -0.1
N -1.304989 1.224842 -0.187811 0.4 -0.6 0.4
P 0.279625 1.453308 2.290076 0.3 1.2 0.1
P -0.842242 -1.676772 -1.800029 0.0 -0.4 -0.1
C 0.029139 2.818849 1.070909 -0.1 0.3 0.0
H 0.934805 2.882405 0.445902 -0.3 -0.1 0.1
H -0.072616 3.795819 1.567673 0.0 -0.3 -0.2
C -2.010043 -0.361713 -1.889200 -1.7 0.7 0.4
H -2.772215 -0.512871 -2.670759 0.2 0.2 0.3
C -0.219742 -1.643235 -3.654605 -0.4 -0.6 0.8
C -1.728714 -3.368600 -1.395580 0.1 0.7 -0.6
C 2.045164 1.537216 2.889340 -0.3 0.4 0.4
C -1.065335 1.753027 3.586277 0.3 -0.1 0.1
C 1.242818 -2.109066 -3.587001 0.0 0.0 -0.4
H 1.331178 -3.141523 -3.220865 0.0 0.3 -0.1
H 1.680119 -2.066433 -4.594977 0.0 -0.1 0.2
H 1.836170 -1.463442 -2.927632 -0.1 -0.2 -0.2
C -1.065228 -2.521312 -4.582627 0.2 0.0 -0.4
H -1.041370 -3.588699 -4.338953 0.0 0.3 0.0
H -2.107726 -2.175744 -4.614382 0.3 -0.1 0.0
H -0.667543 -2.413314 -5.604287 -0.1 -0.1 0.1
C -0.312861 -0.218801 -4.215295 0.0 -0.1 0.0
H 0.148140 -0.204624 -5.214977 0.0 0.0 0.2
H -1.355434 0.106983 -4.317096 0.3 0.0 0.1
H 0.214171 0.509446 -3.594315 -0.2 -0.2 -0.2
C -0.721173 -4.493589 -1.697776 -0.1 0.0 0.0
H 0.216385 -4.345017 -1.142718 -0.2 0.0 -0.1
H -1.149901 -5.457848 -1.385114 0.1 0.2 -0.1
H -0.473158 -4.575358 -2.763197 -0.1 0.0 0.3
C -2.093315 -3.418936 0.098622 0.2 0.0 0.0
H -1.213119 -3.304431 0.745954 -0.2 -0.1 -0.2
H -2.832309 -2.651746 0.363858 0.2 0.0 -0.1
H -2.548549 -4.399754 0.321782 0.1 0.3 -0.1
C -3.034233 -3.528848 -2.173732 -0.1 -0.4 -0.1
H -2.899798 -3.553471 -3.257862 0.0 0.0 0.3
H -3.492332 -4.487020 -1.881563 0.0 0.2 -0.1
H -3.739400 -2.726057 -1.927196 0.1 -0.1 0.0
C -0.755540 0.913717 4.842247 -0.1 0.1 0.1
H -1.541770 1.115959 5.588057 0.2 -0.1 -0.2
H -0.777108 -0.165134 4.620846 0.1 0.4 0.1
H 0.208977 1.175187 5.301578 -0.4 -0.1 -0.1
C -2.434798 1.313397 3.024760 0.0 -0.2 -0.1
H -2.681979 1.842901 2.095744 0.0 -0.1 0.2
H -2.482538 0.224881 2.856733 0.0 0.7 0.0
H -3.199523 1.569889 3.776974 0.2 -0.1 -0.2
C -1.153753 3.250560 3.912908 0.0 0.1 0.2
H -1.878597 3.378551 4.730853 0.2 0.0 -0.2
H -0.200032 3.682087 4.238067 -0.3 -0.1 -0.1
H -1.526076 3.824256 3.053903 0.0 -0.2 0.2
C 2.987686 1.692169 1.680890 -0.1 0.1 0.0
H 2.882417 2.673307 1.200650 0.0 -0.2 0.1
H 4.024310 1.612887 2.039882 -0.3 0.0 -0.1
H 2.825108 0.914769 0.924742 0.1 0.1 0.1
C 2.391404 0.235018 3.637983 0.1 0.1 0.1
H 2.185177 -0.661893 3.037620 0.1 0.2 0.1
H 3.465441 0.255444 3.875416 -0.3 -0.1 0.0
H 1.844110 0.142732 4.584157 0.1 0.0 -0.3
C 2.197055 2.753359 3.813342 0.6 0.1 0.2
H 1.899541 3.687181 3.317480 0.1 -0.2 0.1
H 1.633760 2.651074 4.749180 0.1 0.0 -0.3
H 3.258449 2.850360 4.084230 -0.2 0.0 0.0
Sn -0.280751 -0.556979 0.838536 -2.0 -0.9 -1.0
C -1.934772 -1.902086 3.304090 -0.2 -2.2 0.5
O -2.015315 -3.018538 3.518255 0.0 1.7 -0.3
N 1.212528 0.004237 -0.748574 0.5 3.4 -3.6
C 1.335073 0.767813 -1.661315 1.8 -2.7 4.1
C 2.201436 1.605101 -2.453068 -0.1 1.0 -1.1
C 3.594353 1.447524 -2.305534 -0.1 -0.1 0.1
C 1.712212 2.565528 -3.363473 0.2 -0.1 0.0
C 4.475212 2.210540 -3.073156 -0.1 0.0 0.1
H 3.972003 0.719814 -1.587060 -0.1 0.2 -0.2
C 2.608152 3.303915 -4.144544 -0.1 0.0 0.1
H 0.634551 2.717942 -3.446354 0.3 0.0 -0.1
C 3.991588 3.126288 -4.011752 -0.5 -0.2 0.3
H 5.551629 2.089828 -2.930736 -0.4 0.0 -0.1
H 2.224214 4.035834 -4.861755 0.1 -0.3 0.3
H 4.677459 3.711507 -4.626347 -0.2 -0.2 0.2
C 0.840470 -4.923342 3.496924 -0.2 -0.8 0.5
C 0.767355 -3.670364 2.793579 0.4 2.1 -1.3
N 0.781615 -2.659360 2.214804 0.6 -2.2 1.4
H 1.487199 -4.817209 4.380927 -0.2 0.0 -0.3
H 1.255053 -5.700132 2.836210 -0.1 0.3 0.2
H -0.163997 -5.233931 3.826361 0.4 0.1 -0.1

---

3.
27
Properties=species:S:1:pos:R:3:forces:R:3 method="wB97M-V/def2-TZVPD" total_energy_ev=-16632.81749 multiplicity=1 relative_energy_kj_mol=314.7 homo_lumo_gap_ev="7.933 / 8.205"
C 0.098565 -0.580400 0.798862 0.0 -0.2 0.7
C 0.065515 -0.550552 2.140045 0.0 -0.3 -0.5
C 0.481611 1.789175 2.719457 0.4 1.4 -2.2
C 0.574278 1.662083 0.151303 0.5 1.9 2.6
C -0.131400 -1.844138 2.888246 -0.1 0.1 -0.1
C -1.196347 1.104156 -2.030281 0.1 0.0 0.0
C 1.211285 0.414467 -2.414295 -0.1 0.0 0.1
C -0.527938 -1.287810 -1.890751 0.1 0.2 0.2
C -0.070316 0.147752 -1.620371 0.0 0.2 -0.5
N 0.159583 0.533070 3.017516 -0.3 -0.5 0.7
N 0.223735 0.428941 -0.164929 -0.2 -0.3 -0.6
O 0.811902 2.671811 -0.447889 -0.3 -1.1 0.3
O 0.617968 2.749649 3.425497 -0.2 -1.1 -0.6
H 0.014387 -1.559309 0.361239 0.0 0.0 0.1
H -1.179940 -1.964752 3.161394 -0.1 0.0 0.1
H 0.454632 -1.847304 3.806882 0.1 -0.1 0.0
H 0.164766 -2.699582 2.288342 0.0 0.0 0.0
H -0.874936 2.137061 -1.938783 0.0 0.1 0.0
H -1.492001 0.927609 -3.060578 0.0 -0.1 -0.1
H -2.062561 0.955622 -1.389009 -0.1 -0.1 0.0
H 1.506447 1.457400 -2.338446 0.0 0.0 0.0
H 1.058754 0.177578 -3.464200 -0.1 0.0 -0.1
H 2.022379 -0.207343 -2.036740 0.0 -0.1 0.0
H -1.383098 -1.565728 -1.281856 -0.1 -0.1 0.1
H -0.833219 -1.344739 -2.933617 0.0 0.0 0.0
H 0.278201 -2.003210 -1.747598 0.1 -0.1 0.1
H 0.007748 0.298491 4.000561 0.1 0.2 -0.2

---

4.
57
Properties=species:S:1:pos:R:3:forces:R:3 method="wB97M-V/def2-TZVPD" total_energy_ev=-145259.20139 multiplicity=1 relative_energy_kj_mol=0.0 total_charge=-1 homo_lumo_gap_ev=9.728
Na -0.135916 0.046495 0.440682 -0.4 0.4 0.0
C -1.363323 -1.254786 3.169530 -0.6 -0.3 -1.9
F -1.506446 -0.031236 2.636841 -0.1 0.3 0.3
F -0.059728 -1.486695 3.221323 0.4 -0.3 0.4
F -1.925716 -1.299025 4.342421 0.0 0.0 0.7
S -2.172842 -2.516663 2.004361 -0.5 -1.2 -0.1
O -1.598946 -3.803105 2.335797 0.2 1.2 -0.1
O -3.617076 -2.436935 2.151543 1.5 0.7 -0.2
N -1.585960 -1.884192 0.574302 -0.6 -0.8 1.4
S -2.457366 -2.426756 -0.652338 -0.4 -0.7 -0.7
O -2.796947 -3.838270 -0.606521 0.5 1.4 -0.1
O -3.481994 -1.475099 -1.013631 0.3 -0.4 -0.2
C -1.150980 -2.224860 -2.010264 -1.3 -0.2 1.6
F -1.586253 -2.688683 -3.150753 -0.3 -0.3 -0.8
F -0.921532 -0.918655 -2.131419 0.3 0.7 -0.1
F -0.039972 -2.845886 -1.680955 0.8 -0.2 0.1
C 2.548481 0.344470 -2.441133 -0.7 0.6 0.9
F 1.593774 -0.596678 -2.383370 0.5 -0.3 0.0
F 3.696871 -0.111081 -1.961140 0.0 -0.4 -0.1
F 2.720285 0.698270 -3.698321 -0.1 0.2 -0.2
S 2.003798 1.801573 -1.376327 -0.6 -0.5 -0.8
O 3.024176 2.752765 -1.675777 0.3 0.1 0.4
O 0.659711 2.191040 -1.750174 0.3 -1.1 0.5
N 2.060004 1.055611 0.142746 -0.3 0.9 -2.5
S 2.803963 2.146439 1.024215 1.9 1.0 1.6
O 4.229869 2.231751 0.807961 -0.7 -0.5 0.4
O 2.110963 3.403284 1.097641 -0.4 -0.4 0.3
C 2.656331 1.281701 2.683433 -0.5 0.3 -0.7
F 3.343672 0.142975 2.653901 0.1 -0.1 0.2
F 3.115606 2.073152 3.638466 0.2 -0.1 0.0
F 1.376474 0.984855 2.969587 0.0 0.0 -0.1
O -1.950846 1.733061 0.421012 -0.2 -0.6 -0.6
S -3.210251 2.000820 -0.232815 -0.9 1.8 -0.7
O -4.455671 1.706786 0.410693 0.9 0.1 -0.2
O -3.241859 3.637667 -0.477220 -0.3 -1.8 0.4
C -2.106361 4.243796 -1.093452 0.9 0.1 0.1
C -2.114577 5.716794 -0.704703 -0.2 0.0 -1.0
C -3.294327 1.460650 -1.962290 0.6 0.1 0.4
H -2.136186 4.042369 -2.169942 -0.2 0.5 0.0
H -1.151301 3.803543 -0.784752 -0.4 -0.2 0.4
H -1.107474 6.111882 -0.835543 0.0 0.1 0.2
H -2.479768 5.871213 0.306291 0.2 -0.2 0.2
H -2.775531 6.279031 -1.368728 0.0 0.0 0.1
H -2.538944 1.998990 -2.533901 0.2 -0.1 0.2
H -4.264600 1.719032 -2.376247 -0.2 0.0 0.4
H -3.108461 0.391141 -2.003669 -0.1 0.0 0.1
C 2.111192 -2.682064 1.061994 0.6 0.4 -0.8
C 3.024732 -2.910684 -0.159368 -0.3 0.5 -0.2
O 3.671431 -4.143884 0.115147 0.1 -0.8 -0.1
S 2.622884 -5.151405 0.793913 -0.8 0.6 -0.6
O 3.318623 -6.020222 1.671709 0.0 0.4 0.2
O 1.743476 -5.721378 -0.187885 0.6 0.7 0.6
O 1.858277 -3.963100 1.595121 0.1 -1.5 0.2
H 1.163267 -2.261425 0.724247 0.0 0.1 0.3
H 2.645945 -2.087279 1.802257 -0.4 0.0 0.1
H 3.791684 -2.151769 -0.291994 0.0 0.0 0.3
H 2.441662 -2.939345 -1.082489 0.0 -0.4 0.0